Record 1
The following is a quantum chemistry calculation of 12 unconnected molecules or ions with the total composition C44H85N5O22P4S3 at a distorted geometry, from the Open Molecules 2025 dataset.

Last column: Löwdin charge in e.
CARTESIAN COORDINATES (ANGSTROEM)
C 5.456 0.859 -13.812  -0.2104
C 4.867 0.501 -12.441  -0.2262
C 5.047 1.645 -11.497  -0.2037
S 6.702 2.280 -11.888  0.6893
O 7.721 1.506 -11.208  -0.3342
O 6.648 3.718 -11.817  -0.3235
C 6.784 1.624 -13.621  -0.1754
H 4.840 1.465 -14.478  0.1109
H 5.638 -0.055 -14.379  0.1117
H 5.413 -0.377 -12.068  0.1087
H 3.867 0.080 -12.561  0.1132
H 5.079 1.541 -10.415  0.0892
H 4.423 2.477 -11.833  0.1122
H 7.610 0.934 -13.520  0.0977
H 6.752 2.566 -14.156  0.0952
C 6.030 3.400 -1.071  -0.1963
C 5.444 1.971 -0.892  -0.1810
C 6.529 0.887 -0.927  -0.2240
S 8.081 1.651 -1.411  0.6688
O 8.118 1.683 -2.861  -0.3324
O 9.244 1.283 -0.664  -0.3048
C 7.535 3.318 -0.973  -0.2318
H 5.630 3.947 -0.218  0.1158
H 5.772 3.923 -1.987  0.0659
H 4.763 1.821 -1.727  0.1074
H 4.900 1.867 0.043  0.1090
H 6.238 0.153 -1.674  0.0811
H 6.748 0.361 0.001  0.1051
H 8.127 4.041 -1.540  0.0977
H 7.900 3.570 0.031  0.1078
C 5.089 -0.422 -6.038  -0.2075
C 3.821 -0.309 -6.874  -0.2163
C 3.389 1.155 -6.728  -0.2066
S 4.937 2.088 -6.760  0.7112
O 4.962 2.918 -5.573  -0.3286
O 5.236 2.582 -8.082  -0.3358
C 6.017 0.632 -6.606  -0.2017
H 5.592 -1.387 -5.973  0.1132
H 4.842 -0.151 -5.010  0.1146
H 3.005 -0.916 -6.499  0.0856
H 3.938 -0.403 -7.952  0.0935
H 3.089 1.516 -5.742  0.0971
H 2.742 1.431 -7.558  0.0961
H 6.986 0.925 -6.210  0.1157
H 6.223 0.368 -7.648  0.0875
C 9.967 -0.010 -9.688  -0.0706
O 9.494 -1.341 -9.967  -0.1984
P 8.372 -2.110 -9.182  0.3314
O 8.461 -3.563 -9.168  -0.2173
O 8.319 -1.411 -7.743  -0.2466
C 9.401 -1.598 -6.856  -0.0975
O 7.072 -1.482 -9.831  -0.2177
C 5.789 -2.042 -9.482  -0.0659
H 9.348 0.466 -8.927  0.0829
H 9.735 0.602 -10.559  0.0658
H 11.025 -0.063 -9.465  0.0944
H 9.237 -2.463 -6.214  0.0918
H 9.399 -0.751 -6.164  0.0911
H 10.362 -1.589 -7.366  0.0910
H 5.253 -2.368 -10.361  0.0930
H 5.286 -1.260 -8.907  0.0562
H 5.917 -2.761 -8.668  0.0788
C 9.473 3.986 -4.358  -0.0911
O 10.115 4.660 -5.447  -0.1915
P 9.980 4.169 -6.940  0.3361
O 10.443 2.801 -7.199  -0.2338
O 8.449 4.391 -7.283  -0.1992
C 8.040 3.945 -8.583  -0.0935
O 10.750 5.298 -7.727  -0.1912
C 11.943 4.960 -8.418  -0.1025
H 8.417 4.250 -4.294  0.0707
H 10.108 4.043 -3.483  0.0943
H 9.335 2.911 -4.540  0.0658
H 8.844 3.750 -9.296  0.0890
H 7.406 4.712 -9.018  0.0684
H 7.462 3.025 -8.557  0.0622
H 12.495 4.149 -7.945  0.0837
H 12.605 5.819 -8.294  0.0880
H 11.776 4.767 -9.473  0.0893
C 0.455 -1.389 -12.239  -0.0907
O 0.235 -0.034 -11.825  -0.2021
P 0.510 0.388 -10.312  0.3325
O 1.587 -0.280 -9.584  -0.2131
O 0.755 1.921 -10.463  -0.2053
C -0.226 2.875 -10.951  -0.0447
O -0.928 0.313 -9.638  -0.2073
C -1.399 -0.978 -9.281  -0.0945
H 1.054 -1.377 -13.151  0.0879
H -0.503 -1.768 -12.614  0.0919
H 0.854 -2.050 -11.479  0.0563
H -0.142 2.875 -12.040  0.0894
H 0.066 3.831 -10.531  0.0799
H -1.250 2.584 -10.724  0.0854
H -1.522 -1.032 -8.194  0.0836
H -0.729 -1.792 -9.556  0.0758
H -2.407 -1.136 -9.665  0.0940
C 4.827 5.515 -9.477  -0.0645
O 4.091 6.478 -8.679  -0.2114
P 2.527 6.377 -8.654  0.3163
O 1.946 5.870 -9.888  -0.2205
O 2.184 5.567 -7.340  -0.2340
C 2.637 6.005 -6.038  -0.0679
O 2.102 7.861 -8.300  -0.2040
C 0.908 8.132 -7.569  -0.0975
H 4.179 5.264 -10.313  0.0783
H 5.075 4.690 -8.821  0.0539
H 5.710 5.998 -9.887  0.0877
H 1.754 6.159 -5.418  0.0873
H 3.261 6.890 -6.133  0.0883
H 3.188 5.175 -5.602  0.0745
H 0.237 7.268 -7.480  0.0898
H 0.358 8.883 -8.128  0.0921
H 1.145 8.398 -6.539  0.0860
N -0.958 1.170 -5.355  0.0045
C -1.975 1.857 -4.744  -0.1326
C -1.865 3.172 -5.125  -0.1144
C -0.735 3.275 -5.964  -0.1067
C -0.254 2.001 -6.184  -0.1206
H -0.736 0.181 -5.226  0.0761
H -2.547 1.282 -4.036  0.1025
H -2.487 3.987 -4.793  0.0867
H -0.196 4.146 -6.308  0.0819
H 0.677 1.699 -6.628  0.0845
N 3.817 -4.581 -7.887  0.0136
C 3.171 -4.718 -9.074  -0.1369
C 2.266 -3.689 -9.194  -0.0887
C 2.257 -3.053 -7.927  -0.1326
C 3.311 -3.503 -7.197  -0.1377
H 4.548 -5.184 -7.557  0.1498
H 3.388 -5.544 -9.731  0.1105
H 1.584 -3.520 -10.006  0.0720
H 1.558 -2.259 -7.725  0.0643
H 3.660 -3.210 -6.223  0.1069
N 6.018 5.617 -5.013  0.0290
C 6.243 5.887 -3.681  -0.1375
C 6.623 7.193 -3.615  -0.1156
C 6.618 7.747 -4.919  -0.0921
C 6.365 6.693 -5.756  -0.1429
H 5.918 4.674 -5.362  0.0904
H 6.042 5.177 -2.899  0.0659
H 6.893 7.727 -2.715  0.0893
H 6.862 8.755 -5.203  0.0896
H 6.341 6.656 -6.833  0.1105
N 5.997 -3.611 -0.939  0.0049
C 6.826 -3.963 0.107  -0.1451
C 8.049 -3.432 -0.135  -0.1107
C 8.011 -2.755 -1.401  -0.0909
C 6.708 -2.800 -1.793  -0.1649
H 5.009 -3.755 -1.014  0.1362
H 6.397 -4.419 0.982  0.1044
H 8.879 -3.520 0.545  0.0932
H 8.880 -2.282 -1.824  0.0961
H 6.105 -2.307 -2.544  0.0996
N -0.884 -1.892 -3.123  0.0306
C -1.601 -2.716 -3.972  -0.1284
C -1.005 -2.754 -5.198  -0.0770
C 0.019 -1.753 -5.154  -0.1405
C 0.086 -1.276 -3.878  -0.1613
H -1.143 -1.784 -2.163  0.1433
H -2.463 -3.180 -3.518  0.1101
H -1.324 -3.331 -6.048  0.0950
H 0.737 -1.504 -5.919  0.0758
H 0.815 -0.598 -3.463  0.1187

Output
LUMO	-0.19	eV
SMILES	COP(=O)(OC)OC.COP(=O)(OC)OC.COP(=O)(OC)OC.COP(=O)(OC)OC.O=S1(=O)CCCC1.O=S1(=O)CCCC1.O=S1(=O)CCCC1.c1cc[nH]c1.c1cc[nH]c1.c1cc[nH]c1.c1cc[nH]c1.c1cc[nH]c1
max |F|	2.575	eV/A
DFT total energy	-6216.8297	a.u.
orbital gap	7.7	eV


Record 2
The following is a quantum chemistry calculation of 2 unconnected molecules or ions with the total composition C5H11NO at a distorted geometry, from the Open Molecules 2025 dataset.

Last column: Löwdin charge in e.
CARTESIAN COORDINATES (ANGSTROEM)
N 2.369 0.016 -1.464  0.0431
C 1.043 -0.062 -1.061  -0.2197
C 0.603 0.592 0.061  -0.1300
C -0.816 0.827 0.072  -0.1737
C -1.699 0.945 1.097  -0.1880
C -3.193 1.087 0.978  -0.1226
H 2.872 0.740 -0.994  0.0784
H 2.622 -0.033 -2.439  0.0860
H 0.356 -0.252 -1.861  0.1135
H 1.244 0.781 0.930  0.1168
H -1.388 0.734 -0.844  0.0957
H -1.287 1.119 2.113  0.1031
H -3.527 0.067 1.209  0.0690
H -3.646 1.718 1.760  0.0662
H -3.430 1.431 -0.110  0.1056
H 1.210 -1.788 0.437  -0.0051
H 2.189 -2.916 0.669  0.0341
O 1.317 -2.745 0.294  -0.0723

Output
LUMO	0.92	eV
SMILES	C/C=C/C=C/N.O
max |F|	3.330	eV/A
DFT total energy	-327.0383	a.u.
orbital gap	8.4	eV
ΔE to the lowest compared entry with this formula, charge and spin	58.4	kcal per mole


Record 3
The following is a quantum chemistry calculation of 7 unconnected molecules or ions with the total composition C15H44O7 at a distorted geometry, from the Open Molecules 2025 dataset.

Last column: Löwdin charge in e.
CARTESIAN COORDINATES (ANGSTROEM)
C -1.821 -0.813 5.926  -0.0691
C -1.549 -0.117 7.255  -0.4622
C -2.076 -0.917 8.455  -0.0649
O -0.097 0.000 7.454  -0.0688
H -1.233 -1.730 5.931  0.0836
H -1.461 -0.241 5.071  0.0705
H -2.898 -0.872 5.767  0.0789
H -2.005 0.873 7.232  0.1275
H -1.673 -1.930 8.459  0.0766
H -3.158 -1.046 8.484  0.0757
H -1.736 -0.492 9.400  0.0751
H 0.187 0.785 6.981  0.0769
C 4.537 -6.579 0.746  -0.0632
C 3.370 -5.593 0.994  -0.4755
C 3.190 -5.178 2.463  -0.0603
O 3.805 -4.496 0.231  -0.0628
H 4.539 -6.953 -0.278  0.0760
H 4.506 -7.397 1.466  0.0772
H 5.507 -6.097 0.867  0.0845
H 2.373 -5.921 0.701  0.1275
H 4.140 -5.008 2.971  0.0757
H 2.639 -5.875 3.094  0.0747
H 2.652 -4.237 2.579  0.0751
H 4.344 -4.867 -0.471  0.0709
C -0.585 -1.552 -1.732  -0.0678
C -0.049 -0.332 -2.473  -0.4697
C -0.408 -0.324 -3.984  -0.0529
O -0.437 0.892 -1.799  -0.0592
H -0.273 -2.491 -2.188  0.0774
H -1.649 -1.558 -1.495  0.0780
H -0.183 -1.566 -0.719  0.0730
H 1.035 -0.414 -2.396  0.1263
H 0.042 0.477 -4.570  0.0728
H -1.490 -0.317 -4.115  0.0743
H -0.118 -1.314 -4.336  0.0695
H 0.399 1.332 -1.627  0.0785
C 1.767 6.608 -3.174  -0.0532
C 2.354 5.365 -3.874  -0.5048
C 3.328 5.611 -4.973  -0.0747
O 2.977 4.556 -2.881  -0.0545
H 1.240 7.131 -3.972  0.0754
H 2.455 7.316 -2.712  0.0741
H 1.188 6.293 -2.306  0.0766
H 1.551 4.861 -4.411  0.1341
H 4.292 5.909 -4.559  0.0789
H 3.014 6.447 -5.598  0.0845
H 3.535 4.718 -5.562  0.0864
H 3.878 4.882 -2.817  0.0774
C -5.361 -3.077 -7.503  -0.1758
O -6.542 -2.364 -7.212  -0.1211
H -5.604 -4.110 -7.752  0.0777
H -4.812 -2.683 -8.359  0.0710
H -4.702 -3.093 -6.635  0.0721
H -6.430 -1.446 -6.954  0.0762
C 2.439 3.265 3.288  -0.1760
O 1.786 3.756 4.450  -0.1128
H 1.706 2.650 2.765  0.0696
H 2.747 3.949 2.497  0.0713
H 3.346 2.674 3.415  0.0747
H 1.497 4.666 4.351  0.0735
C -5.919 1.243 0.318  -0.1171
O -5.487 1.585 -1.065  -0.1449
H -5.169 1.600 1.024  0.0677
H -6.891 1.639 0.612  0.0699
H -5.994 0.166 0.470  0.0638
H -4.554 1.752 -1.215  0.0601

Output
LUMO	0.35	eV
SMILES	CC(C)O.CC(C)O.CC(C)O.CC(C)O.CO.CO.CO
max |F|	2.194	eV/A
DFT total energy	-1124.4351	a.u.
orbital gap	10.5	eV
ΔE to the lowest compared entry with this formula, charge and spin	96.9	kcal per mole


Record 4
The following is a quantum chemistry calculation of a gas-phase ion, C7H10N3 (charge +1) at a distorted geometry, from the Open Molecules 2025 dataset.

Last column: Löwdin charge in e.
CARTESIAN COORDINATES (ANGSTROEM)
C -1.409 -1.120 0.339  0.0644
C -2.159 -0.019 0.137  -0.2643
C -0.098 0.636 0.211  -0.0875
C 1.323 -1.087 0.293  0.0546
C 2.134 -0.016 0.091  -0.3698
C -3.590 0.071 -0.226  0.0307
C 3.599 -0.057 -0.061  -0.0052
N -0.074 -0.682 0.347  0.0379
N -1.373 1.103 0.077  0.2042
N 1.464 1.155 0.098  0.1890
H -1.549 -2.176 0.461  0.1451
H 1.585 -2.070 0.282  0.1011
H -3.640 0.836 -0.927  0.0778
H -3.868 -0.809 -0.656  0.0723
H -4.061 0.384 0.662  0.0931
H 3.759 -0.166 -1.220  0.1395
H 4.053 -0.914 0.441  0.0984
H 3.983 0.909 0.204  0.0795
H -1.620 2.061 -0.016  0.1768
H 1.542 1.960 -0.537  0.1624

Output
LUMO	-2.89	eV
net charge	+1
SMILES	Cc1cn2cc(C)[nH+]c2[nH]1
max |F|	6.831	eV/A
DFT total energy	-436.7138	a.u.
orbital gap	9.9	eV
ΔE to the lowest compared entry with this formula, charge and spin	32.9	kcal per mole


no.,HOMO level (eV)
1,-7.866
2,-7.502
3,-10.140
4,-12.787